The following is a DFT calculation (wB97M-V/def2-TZVPD) of a 13-piece molecular cluster, C45H109B5F20N7O8 overall at a distorted geometry.

Cartesian coordinates (Å):
C  -0.168  -0.232  -0.171
C  -1.514  0.402  -0.598
O  -1.774  1.010  -1.867
H  0.072  -1.130  -0.740
H  -0.192  -0.538  0.875
H  0.613  0.500  -0.376
H  -1.685  1.175  0.152
H  -2.212  -0.413  -0.408
C  2.606  -3.838  6.161
O  2.259  -3.164  4.962
C  1.549  -1.938  5.109
C  0.020  -2.261  5.107
N  -0.444  -3.185  4.015
H  0.042  -4.036  4.258
H  -1.407  -3.464  4.142
C  -0.188  -2.775  2.552
C  -1.351  -3.224  1.587
O  -2.500  -2.623  2.169
C  -3.757  -2.930  1.547
H  3.415  -3.256  6.602
H  3.090  -4.766  5.854
H  1.693  -3.955  6.744
H  1.808  -1.310  4.257
H  1.841  -1.278  5.926
H  -0.515  -1.325  4.949
H  -0.317  -2.670  6.060
H  0.738  -3.322  2.376
H  0.088  -1.720  2.554
H  -1.448  -4.304  1.475
H  -1.151  -2.790  0.607
H  -4.661  -2.558  2.029
H  -3.904  -3.992  1.352
H  -3.700  -2.406  0.593
C  3.404  2.467  -6.294
O  2.206  2.206  -5.565
C  2.441  1.727  -4.256
C  1.105  1.160  -3.646
N  -0.100  2.117  -3.986
H  -0.358  2.124  -4.963
H  -0.917  1.724  -3.540
C  0.095  3.515  -3.470
C  -1.233  4.263  -3.822
O  -1.586  4.420  -5.202
C  -0.526  4.771  -6.117
H  4.208  1.751  -6.124
H  3.726  3.426  -5.887
H  3.148  2.554  -7.350
H  2.855  2.417  -3.521
H  3.185  0.931  -4.289
H  1.012  0.983  -2.575
H  0.815  0.215  -4.105
H  0.970  3.877  -4.010
H  0.238  3.512  -2.389
H  -1.237  5.211  -3.283
H  -2.098  3.901  -3.265
H  0.377  4.164  -6.057
H  -0.232  5.815  -6.006
H  -0.973  4.631  -7.101
C  -4.395  3.918  -0.160
C  -5.324  2.859  0.421
C  -5.149  2.509  1.937
C  -3.763  1.819  2.312
N  -3.613  1.408  3.818
C  -2.812  0.072  3.998
C  -3.215  -0.505  5.401
C  -4.478  0.141  5.816
C  -4.930  0.930  4.589
C  -2.764  2.423  4.595
C  -3.353  3.899  4.391
C  -2.664  4.996  5.308
H  -4.928  4.423  -0.965
H  -3.378  3.582  -0.363
H  -4.181  4.664  0.606
H  -5.406  1.969  -0.203
H  -6.291  3.343  0.287
H  -5.912  1.740  2.062
H  -5.373  3.369  2.567
H  -2.848  2.344  2.035
H  -3.642  1.018  1.583
H  -1.766  0.160  3.705
H  -3.306  -0.583  3.281
H  -2.399  -0.332  6.101
H  -3.403  -1.578  5.433
H  -4.324  0.756  6.702
H  -5.191  -0.649  6.053
H  -5.356  1.857  4.971
H  -5.620  0.372  3.955
H  -1.780  2.260  4.155
H  -2.722  2.107  5.637
H  -4.410  3.878  4.658
H  -3.277  4.327  3.392
H  -1.629  5.184  5.023
H  -2.738  4.544  6.298
H  -3.218  5.935  5.301
C  3.358  -4.631  2.309
C  4.341  -3.516  2.448
C  4.753  -2.865  1.113
C  5.652  -1.586  1.399
N  5.843  -0.507  0.216
C  6.492  0.793  0.868
C  5.291  1.517  1.324
C  3.995  0.806  0.913
C  4.433  -0.041  -0.245
C  6.678  -1.203  -0.885
C  8.131  -1.581  -0.452
C  8.979  -2.114  -1.559
H  3.732  -5.512  1.786
H  2.523  -4.235  1.731
H  3.084  -4.918  3.324
H  5.286  -3.767  2.931
H  3.785  -2.771  3.016
H  3.829  -2.649  0.577
H  5.282  -3.560  0.460
H  6.578  -1.837  1.916
H  5.312  -0.986  2.243
H  6.977  1.320  0.046
H  7.313  0.443  1.494
H  5.296  2.568  1.036
H  5.335  1.499  2.413
H  3.260  1.561  0.635
H  3.474  0.172  1.630
H  4.719  0.553  -1.112
H  3.776  -0.818  -0.635
H  6.705  -0.507  -1.724
H  6.202  -2.170  -1.049
H  8.071  -2.320  0.347
H  8.685  -0.730  -0.055
H  8.346  -2.817  -2.101
H  9.876  -2.654  -1.258
H  9.254  -1.358  -2.294
C  3.964  4.415  -1.286
C  2.609  4.121  -0.778
O  1.959  3.076  -0.995
N  1.901  5.239  0.051
H  2.590  5.609  0.690
H  1.837  6.116  -0.446
C  0.692  4.789  0.879
H  3.813  4.711  -2.324
H  4.584  3.520  -1.339
H  4.562  5.220  -0.858
H  0.935  3.773  1.192
H  -0.080  5.004  0.140
H  0.594  5.483  1.714
C  -4.374  2.247  -3.998
C  -4.970  0.875  -3.783
O  -6.159  0.666  -3.864
N  -4.047  -0.246  -3.260
H  -3.770  -0.833  -4.035
H  -3.251  0.266  -2.908
C  -4.733  -0.976  -2.113
H  -3.626  2.378  -3.217
H  -5.098  3.062  -4.017
H  -3.803  2.287  -4.926
H  -5.604  -1.483  -2.528
H  -4.868  -0.330  -1.245
H  -4.043  -1.763  -1.811
C  -0.660  -2.703  -3.192
C  -0.388  -4.138  -3.635
O  0.732  -4.674  -3.696
N  -1.696  -4.974  -3.776
H  -2.231  -4.999  -2.920
H  -2.375  -4.491  -4.347
C  -1.409  -6.367  -4.506
H  -1.350  -2.246  -3.902
H  0.242  -2.119  -3.008
H  -1.228  -2.694  -2.262
H  -1.366  -7.161  -3.760
H  -0.538  -6.198  -5.139
H  -2.197  -6.479  -5.251
B  -2.474  -5.868  -0.920
F  -3.029  -6.786  -1.729
F  -2.717  -4.564  -1.387
F  -3.029  -5.954  0.345
F  -1.105  -5.918  -0.814
B  -1.656  0.119  -6.491
F  -2.873  -0.162  -5.966
F  -1.560  -0.317  -7.783
F  -1.344  1.447  -6.420
F  -0.741  -0.648  -5.816
B  4.143  -2.265  -3.256
F  5.241  -3.040  -3.540
F  3.634  -2.756  -2.082
F  4.459  -0.906  -3.121
F  3.204  -2.420  -4.271
B  1.489  1.928  4.499
F  1.268  2.138  3.117
F  2.711  1.330  4.697
F  1.547  3.155  5.223
F  0.516  1.195  5.057
B  -7.461  -1.592  0.897
F  -8.538  -1.786  1.777
F  -6.570  -0.765  1.516
F  -6.815  -2.776  0.682
F  -8.002  -1.077  -0.298

Computed properties:
**Multiplicity**: 1
**Frontier orbital gap**: 0.2100 Ha
**E_HOMO**: -10.18 eV
**LUMO**: -4.5 eV
**Charge**: +1

=====

The following is a DFT calculation (wB97M-V/def2-TZVPD) of an isolated molecule of C17H18FNO4 at a distorted geometry.

Cartesian coordinates (Å):
O  -3.761  2.712  0.391
C  -2.593  2.050  -0.028
C  -1.474  2.296  1.010
O  -0.311  1.529  0.807
C  0.614  1.911  -0.120
C  1.749  1.099  -0.194
C  2.755  1.375  -1.095
C  2.626  2.476  -1.924
C  1.518  3.298  -1.864
C  0.507  3.014  -0.961
H  -0.354  3.661  -0.927
H  1.445  4.150  -2.521
F  3.606  2.754  -2.811
H  3.631  0.750  -1.159
H  1.821  0.252  0.469
H  -1.246  3.367  1.065
H  -1.842  1.975  1.992
C  -2.818  0.547  -0.255
N  -2.017  0.077  -1.372
H  -1.054  0.377  -1.250
C  -2.029  -1.372  -1.525
C  -1.303  -2.070  -0.400
C  -1.992  -2.692  0.629
C  -1.339  -3.243  1.730
C  0.029  -3.133  1.762
C  0.731  -2.506  0.732
C  0.092  -1.973  -0.357
H  0.645  -1.495  -1.150
O  2.072  -2.528  1.018
C  2.193  -3.201  2.252
O  0.912  -3.569  2.715
H  2.811  -4.104  2.121
H  2.674  -2.537  2.988
H  -1.879  -3.728  2.525
H  -3.069  -2.759  0.577
H  -1.546  -1.596  -2.480
H  -3.070  -1.698  -1.576
H  -3.869  0.390  -0.522
H  -2.609  -0.001  0.680
H  -2.339  2.505  -0.990
H  -4.091  2.292  1.194

Computed properties:
**ΔE to the lowest compared entry with this formula, charge and spin**: 249.7 kJ/mol
**Multiplicity**: 1
**Frontier orbital gap**: 0.3260 Ha
**E_HOMO**: -8.19 eV
**LUMO**: 0.7 eV

=====

The following is a DFT calculation (wB97M-V/def2-TZVPD) of C47H57AsCsF6N8O3SSi2Te as an isolated structure at a distorted geometry.

Cartesian coordinates (Å):
Cs  1.407  1.556  1.318
C  5.358  0.406  2.657
N  4.527  -0.789  2.550
C  4.759  -1.574  1.347
C  4.805  -0.792  0.061
N  4.240  0.363  -0.158
C  4.598  0.704  -1.460
C  4.301  1.846  -2.197
C  4.805  1.930  -3.484
C  5.594  0.907  -4.031
C  5.905  -0.229  -3.305
C  5.394  -0.306  -2.015
N  5.526  -1.240  -1.010
C  4.910  1.239  3.810
N  3.671  1.620  3.945
C  3.651  2.392  5.101
C  2.586  3.047  5.713
C  2.843  3.748  6.877
C  4.131  3.800  7.430
C  5.198  3.150  6.835
C  4.928  2.445  5.667
N  5.717  1.687  4.821
H  5.248  1.045  1.775
H  6.412  0.130  2.744
H  3.550  -0.526  2.604
H  3.958  -2.315  1.269
H  5.701  -2.125  1.441
H  3.691  2.631  -1.768
H  4.580  2.802  -4.087
H  5.969  1.009  -5.043
H  6.521  -1.016  -3.723
H  5.944  -2.150  -1.089
H  1.595  3.006  5.274
H  2.034  4.266  7.377
H  4.293  4.360  8.342
H  6.192  3.190  7.263
H  6.697  1.497  4.916
F  -4.624  -0.822  -1.368
C  -3.824  0.183  -1.830
C  -3.004  0.807  -0.946
C  -2.197  1.842  -1.394
C  -1.225  2.409  -0.453
O  -1.166  1.982  0.695
C  -0.341  3.403  -0.994
C  -0.516  3.841  -2.256
N  -1.489  3.360  -3.110
C  -1.738  4.035  -4.358
C  -1.860  5.525  -4.346
C  -3.079  4.675  -4.564
C  -2.280  2.298  -2.712
C  -3.118  1.610  -3.606
C  -3.864  0.526  -3.184
N  -4.640  -0.176  -4.166
C  -4.448  -1.606  -4.365
C  -5.359  -2.520  -3.549
N  -6.785  -2.016  -3.644
C  -6.916  -0.543  -3.322
C  -6.026  0.215  -4.302
C  0.821  3.928  -0.128
O  0.510  4.605  0.860
O  1.955  3.549  -0.489
H  -2.928  0.485  0.087
H  0.137  4.586  -2.690
H  -1.265  3.585  -5.223
H  -1.451  6.065  -5.188
H  -1.768  6.029  -3.394
H  -3.518  4.635  -5.552
H  -3.783  4.607  -3.746
H  -3.137  1.859  -4.658
H  -3.413  -1.869  -4.145
H  -4.621  -1.816  -5.428
H  -5.096  -2.531  -2.500
H  -5.347  -3.538  -3.937
H  -7.378  -2.565  -3.025
H  -7.118  -2.159  -4.598
H  -6.570  -0.408  -2.300
H  -7.969  -0.277  -3.399
H  -6.129  1.286  -4.140
H  -6.358  -0.006  -5.326
C  -0.545  -4.660  0.195
Si  1.188  -4.961  -0.480
C  1.024  -6.554  -1.504
C  2.280  -5.449  0.981
As  2.265  -3.269  -1.610
Si  0.448  -2.253  -2.536
C  1.008  -0.746  -3.533
C  -0.928  -1.571  -1.436
C  -0.511  -3.340  -3.774
H  -0.853  -5.487  0.844
H  -1.271  -4.583  -0.622
H  -0.580  -3.736  0.781
H  0.549  -7.353  -0.920
H  2.011  -6.899  -1.824
H  0.427  -6.384  -2.405
H  1.986  -6.415  1.407
H  2.218  -4.692  1.769
H  3.322  -5.520  0.655
H  1.374  0.039  -2.863
H  0.185  -0.328  -4.129
H  1.828  -1.006  -4.205
H  -0.587  -0.997  -0.561
H  -1.556  -2.373  -1.041
H  -1.556  -0.910  -2.047
H  0.175  -3.751  -4.518
H  -1.309  -2.789  -4.298
H  -0.966  -4.186  -3.246
F  -4.253  -2.851  6.650
C  -3.218  -2.564  5.836
C  -1.937  -2.431  6.335
F  -1.733  -2.575  7.657
C  -0.880  -2.153  5.489
F  0.326  -2.027  6.059
C  -1.016  -2.014  4.099
S  0.309  -1.749  3.024
C  -2.342  -2.124  3.651
F  -2.626  -1.955  2.346
C  -3.411  -2.397  4.480
F  -4.657  -2.502  3.974
C  -1.183  4.306  5.069
Te  -1.012  3.360  3.142
C  -2.043  1.634  3.878
H  -2.215  4.605  5.247
H  -0.545  5.189  5.087
H  -0.863  3.618  5.852
H  -3.013  1.923  4.281
H  -1.448  1.143  4.646
H  -2.176  0.940  3.048

Computed properties:
**ΔE to the lowest compared entry with this formula, charge and spin**: 187.1 kJ/mol
**Multiplicity**: 1
**Frontier orbital gap**: 0.0966 Ha
**E_HOMO**: -2.72 eV
**LUMO**: -0.1 eV
**Charge**: -1

=====

The following is a DFT calculation (wB97M-V/def2-TZVPD) of C28H13BrF10FeN2O7P2S4 as an isolated structure.

Cartesian coordinates (Å):
Fe  -0.789  1.977  0.510
O  -7.089  3.881  -1.265
C  -5.940  3.680  -0.983
S  -5.165  4.247  0.497
C  -3.568  3.594  0.189
C  -3.421  2.880  -1.016
S  -1.983  2.217  -1.612
S  -4.838  2.740  -2.013
S  -2.355  3.876  1.289
F  5.228  -3.768  -2.435
C  4.178  -2.983  -2.203
C  2.996  -3.188  -2.884
F  2.907  -4.174  -3.779
C  1.913  -2.362  -2.639
F  0.816  -2.613  -3.364
C  1.953  -1.334  -1.705
P  0.479  -0.258  -1.339
C  -0.892  -1.441  -1.572
C  -0.831  -2.602  -0.801
C  -1.865  -3.524  -0.833
C  -2.980  -3.289  -1.625
C  -3.055  -2.126  -2.376
C  -2.019  -1.203  -2.350
C  0.591  0.800  -2.830
C  0.210  0.431  -4.119
C  0.387  1.310  -5.176
C  0.956  2.559  -4.962
C  1.352  2.928  -3.686
C  1.165  2.054  -2.625
C  3.170  -1.132  -1.049
Br  3.417  0.299  0.139
C  4.262  -1.946  -1.292
F  5.426  -1.758  -0.668
H  0.031  -2.791  -0.171
H  -1.801  -4.421  -0.230
H  -3.791  -4.006  -1.648
H  -3.930  -1.926  -2.982
H  -2.107  -0.288  -2.918
H  -0.226  -0.541  -4.301
H  0.077  1.019  -6.172
H  1.089  3.243  -5.791
H  1.793  3.900  -3.508
H  1.473  2.354  -1.628
F  0.883  3.325  0.814
P  1.527  3.002  2.362
F  1.913  4.534  2.506
F  1.037  1.455  2.075
F  0.067  3.288  2.975
F  2.101  2.596  3.786
F  2.928  2.685  1.652
O  -3.019  0.682  3.365
C  -2.023  0.414  2.724
O  -1.825  0.700  1.477
C  -0.893  -0.317  3.417
C  0.015  -1.097  2.719
C  1.019  -1.740  3.419
C  1.183  -1.612  4.783
C  0.264  -0.820  5.442
C  -0.776  -0.183  4.795
N  0.403  -0.665  6.905
O  1.312  -1.261  7.449
O  -0.382  0.066  7.470
N  1.965  -2.605  2.688
O  1.806  -2.727  1.488
O  2.837  -3.158  3.325
H  -0.059  -1.190  1.645
H  1.983  -2.109  5.308
H  -1.489  0.420  5.337

Computed properties:
**ΔE to the lowest compared entry with this formula, charge and spin**: 34.2 kJ/mol
**Multiplicity**: 6
**Frontier orbital gap (spin up / spin down)**: 0.2445 / 0.2534 Ha
**E_HOMO (spin up / spin down)**: -5.46 / -6.67 eV
**LUMO (spin up / spin down)**: 1.2 / 0.2 eV
**Expectation value of S²**: 8.773
**Charge**: -1

=====

What are the electronic energy values for these records? In order: -132990.4690 -30317.3977 -179303.9327 -240088.5447 eV.